Here is 8 unconnected molecules or ions with the total composition C26H56N10O18PS from the OMol25 dataset. Energies are from wB97M-V/def2-TZVPD.

```
! RIJCOSX wB97M-V def2-TZVPD def2/J DEFGRID3
* xyz 1 1
C -1.84 -6.89 1.92
C -2.46 -7.35 0.46
C -3.33 -6.15 -0.29
C -2.37 -4.81 -0.28
C -2.88 -3.59 -1.25
C -2.72 -2.14 -0.44
C -4.07 -1.24 -0.19
N -4.10 0.10 0.57
P -5.72 0.84 0.74
O -6.18 0.68 2.28
O -5.77 2.54 0.29
O -6.97 0.06 -0.20
C -2.81 0.70 1.16
C -2.83 2.10 2.00
C -1.79 3.26 1.47
N -1.10 3.86 2.70
C -1.35 -0.10 0.98
C 0.08 0.42 1.60
C 1.12 1.07 0.50
C 2.46 0.18 0.20
C 3.88 0.93 0.51
N 4.25 2.03 -0.45
C 5.69 1.89 -0.95
C 4.15 3.41 0.16
C 4.77 3.89 1.60
O 3.52 4.36 -0.60
C -1.30 -1.55 0.15
S 0.30 -2.56 -0.08
H -2.58 -6.16 2.50
H -1.50 -7.81 2.56
H -0.89 -6.20 1.67
H -1.52 -7.59 -0.23
H -3.12 -8.33 0.64
H -4.35 -6.02 0.27
H -3.45 -6.49 -1.42
H -2.19 -4.36 0.79
H -1.31 -5.16 -0.70
H -2.28 -3.46 -2.25
H -4.05 -3.75 -1.41
H -5.08 -1.69 -0.64
H -5.00 2.77 -0.30
H -7.03 0.43 -1.13
H -2.49 1.82 3.11
H -3.88 2.60 2.11
H -1.03 2.86 0.67
H -2.41 4.12 0.94
H -1.91 4.27 3.26
H -0.73 3.10 3.33
H -0.07 1.20 2.47
H 0.61 -0.53 2.06
H 0.50 1.32 -0.48
H 1.44 2.13 0.95
H 2.44 -0.79 0.90
H 2.46 -0.12 -0.93
H 3.89 1.24 1.64
H 4.73 0.10 0.40
H 6.42 1.45 -0.12
H 6.15 2.96 -1.23
H 5.74 1.16 -1.89
H 5.38 2.95 2.02
H 5.43 4.85 1.56
H 3.84 3.99 2.34
H 0.62 -2.54 -1.44
C -10.10 -0.47 -0.48
N -11.08 -0.58 -1.59
O -11.82 0.39 -1.79
O -11.08 -1.64 -2.24
H -10.22 0.50 0.00
H -10.32 -1.28 0.23
H -9.10 -0.58 -0.91
C 2.71 3.73 5.65
N 1.95 2.46 5.48
O 0.77 2.55 5.13
O 2.57 1.42 5.70
H 2.04 4.57 5.43
H 3.05 3.78 6.69
H 3.55 3.71 4.96
C -1.19 5.21 -2.04
N -1.95 3.94 -2.21
O -3.13 4.02 -2.56
O -1.33 2.89 -1.99
H -1.86 6.04 -2.26
H -0.85 5.25 -1.00
H -0.35 5.18 -2.73
C 6.97 3.66 -4.83
N 8.13 3.46 -3.93
O 7.99 2.63 -3.01
O 9.14 4.12 -4.16
H 6.15 3.01 -4.52
H 6.68 4.71 -4.76
H 7.29 3.41 -5.85
C -5.76 -1.90 -4.65
N -5.67 -1.99 -3.17
O -5.64 -0.93 -2.53
O -5.63 -3.13 -2.68
H -5.79 -0.85 -4.94
H -4.88 -2.39 -5.07
H -6.68 -2.41 -4.95
C 3.02 -4.18 2.61
N 4.29 -3.42 2.73
O 4.38 -2.36 2.10
O 5.17 -3.91 3.45
H 2.34 -3.64 1.95
H 3.26 -5.16 2.20
H 2.59 -4.27 3.61
C 9.91 -0.27 -1.88
N 9.15 -1.54 -2.05
O 7.97 -1.45 -2.40
O 9.77 -2.59 -1.83
H 9.24 0.57 -2.11
H 10.25 -0.22 -0.84
H 10.75 -0.29 -2.57
*
```

Results
Energy above the lowest of the compared OMol25 structures with the same formula, charge and spin, kJ/mol: 824.2
Frontier orbital gap, eV: 6.464


Here is a molecular structure, C21H17AlN5S3 from the OMol25 dataset. Energies are from wB97M-V/def2-TZVPD.

```
! RIJCOSX wB97M-V def2-TZVPD def2/J DEFGRID3
* xyz 3 1
Al 0.12 -1.04 1.02
N -0.85 -1.29 3.01
N -0.45 -2.43 3.73
C 0.41 -3.31 3.21
N 0.75 -4.40 3.84
S 1.11 -2.98 1.65
H -0.65 -0.44 3.56
H -1.87 -1.32 2.86
H -0.86 -2.60 4.65
H 0.38 -4.67 4.75
H 1.40 -5.06 3.42
S 3.91 -3.52 -2.50
C 4.91 -3.84 -3.83
C 4.82 -2.88 -4.81
C 3.92 -1.86 -4.48
C 3.32 -2.04 -3.25
C 2.36 -1.21 -2.60
C 1.86 -1.57 -1.33
N 0.96 -0.83 -0.67
C 0.49 0.32 -1.23
C 0.94 0.77 -2.50
C 0.40 1.99 -3.01
C -0.51 2.71 -2.30
C -0.98 2.28 -1.02
C -1.90 2.98 -0.26
C -2.32 2.50 1.00
C -1.76 1.30 1.44
N -0.85 0.59 0.74
C -0.46 1.07 -0.48
C -3.28 3.21 1.79
C -3.79 2.88 3.05
C -4.71 3.81 3.52
C -4.91 4.85 2.64
S -3.99 4.71 1.23
C 1.87 -0.01 -3.16
H 5.53 -4.72 -3.84
H 5.38 -2.91 -5.72
H 3.73 -1.03 -5.13
H 2.19 -2.48 -0.84
H 0.74 2.34 -3.97
H -0.91 3.63 -2.70
H -2.31 3.90 -0.64
H -2.06 0.90 2.40
H -3.51 2.01 3.61
H -5.21 3.74 4.47
H -5.57 5.69 2.77
H 2.23 0.31 -4.13
*
```

Results
Frontier orbital gap, eV: 5.012


Here is a gas-phase ion, C7H12NO2 (charge +1) from the OMol25 dataset. Energies are from wB97M-V/def2-TZVPD.

```
! RIJCOSX wB97M-V def2-TZVPD def2/J DEFGRID3
* xyz 1 1
C -0.83 -0.41 1.56
C -1.38 2.80 0.45
C 0.22 -1.42 1.37
C 0.13 -1.81 -0.18
C 1.09 -1.02 -0.99
C 0.69 0.36 -1.53
C 0.64 1.51 -0.55
N -0.56 1.77 0.13
O -1.12 3.94 0.09
O -2.04 -0.55 1.83
H -2.29 2.34 0.88
H 1.18 -0.98 1.60
H 0.17 -2.32 1.93
H 0.42 -2.88 -0.41
H -0.85 -2.06 -0.56
H 1.94 -0.86 -0.38
H 1.40 -1.60 -1.91
H 1.47 0.49 -2.24
H -0.25 0.51 -2.07
H 1.38 1.31 0.33
H 1.03 2.32 -1.23
H -2.42 -1.44 1.88
*
```

Results
Energy above the lowest of the compared OMol25 structures with the same formula, charge and spin, kJ/mol: 734.4
Frontier orbital gap (spin up / spin down), eV: 7.460 / 7.205


Here is 11 unconnected molecules or ions with the total composition C46H122N8O18 from the OMol25 dataset. Energies are from wB97M-V/def2-TZVPD.

```
! RIJCOSX wB97M-V def2-TZVPD def2/J DEFGRID3
* xyz 0 1
C 5.67 -0.06 -5.74
C 5.46 -1.43 -6.35
C 6.16 -1.61 -7.69
O 5.61 -0.72 -8.77
C 4.48 -1.15 -9.37
N 5.85 -2.46 -5.39
H 5.21 0.80 -6.23
H 6.69 0.30 -5.69
H 5.11 0.06 -4.81
H 4.38 -1.54 -6.40
H 6.14 -2.68 -7.90
H 7.17 -1.22 -7.59
H 4.30 -0.51 -10.23
H 3.76 -0.95 -8.57
H 4.65 -2.17 -9.73
H 5.42 -2.39 -4.48
H 6.81 -2.33 -5.12
C -2.09 -2.70 7.67
C -2.82 -3.79 6.91
C -3.45 -4.62 7.94
O -3.79 -5.97 7.39
C -4.47 -6.86 8.26
N -3.79 -3.30 5.96
H -2.66 -1.97 8.24
H -1.68 -2.14 6.82
H -1.29 -3.14 8.27
H -2.11 -4.45 6.42
H -4.37 -4.13 8.24
H -2.74 -4.83 8.73
H -5.35 -6.49 8.79
H -3.81 -7.10 9.09
H -4.68 -7.76 7.68
H -4.47 -4.03 6.11
H -4.15 -2.40 6.25
C -0.28 2.73 2.92
C -1.26 3.60 2.30
C -2.75 3.05 2.68
O -2.84 2.73 4.00
C -4.11 2.17 4.31
N -1.08 4.99 2.74
H 0.73 2.91 2.53
H -0.45 1.72 2.56
H -0.11 2.82 3.99
H -1.33 3.57 1.21
H -2.93 2.11 2.17
H -3.52 3.78 2.42
H -4.11 1.91 5.37
H -4.46 1.49 3.53
H -4.87 2.95 4.30
H -2.03 5.22 2.51
H -1.16 5.04 3.75
C -4.44 3.86 -0.83
C -4.40 2.63 -1.78
C -5.27 2.91 -3.01
O -6.64 3.24 -2.67
C -7.48 3.63 -3.76
N -3.02 2.60 -2.34
H -3.93 4.72 -1.26
H -4.15 3.58 0.18
H -5.51 4.01 -0.67
H -4.92 1.77 -1.36
H -5.29 1.96 -3.55
H -4.73 3.51 -3.74
H -8.51 3.45 -3.43
H -7.19 2.93 -4.54
H -7.33 4.63 -4.16
H -2.39 2.18 -1.68
H -2.89 2.11 -3.21
C 0.58 5.91 -3.00
C -0.13 4.57 -2.94
O 0.70 3.46 -2.65
O 1.48 5.87 -4.07
H 1.25 6.11 -2.17
H -0.11 6.75 -3.02
H -0.70 4.37 -3.85
H -1.02 4.59 -2.30
H 0.44 3.02 -1.84
H 1.92 5.02 -3.98
C -4.93 -4.86 1.17
C -6.28 -5.45 1.67
O -7.04 -6.29 0.70
O -3.78 -5.74 1.26
H -4.76 -4.03 1.86
H -5.13 -4.33 0.24
H -6.95 -4.61 1.86
H -6.20 -5.91 2.65
H -7.35 -7.13 1.04
H -3.86 -6.47 0.65
C 2.12 0.87 -5.98
C 2.36 1.34 -7.46
O 1.83 2.62 -7.90
O 0.75 0.42 -5.92
H 2.23 1.66 -5.24
H 2.73 -0.02 -5.85
H 2.02 0.61 -8.20
H 3.44 1.51 -7.56
H 1.39 2.58 -8.75
H 0.25 1.16 -6.28
C -12.06 4.04 1.01
O -11.04 4.92 1.27
C -9.84 4.87 0.56
C -8.70 4.82 1.70
N -8.16 3.49 2.26
C -7.55 2.55 1.34
C -7.61 1.13 1.93
O -6.96 0.26 1.04
C -6.36 -0.93 1.65
H -12.01 3.92 -0.07
H -12.95 4.63 1.24
H -11.90 3.04 1.42
H -9.76 5.81 0.02
H -9.65 3.98 -0.05
H -9.05 5.39 2.56
H -7.95 5.54 1.38
H -7.46 3.69 2.97
H -6.58 3.02 1.19
H -8.02 2.60 0.35
H -8.66 0.84 2.01
H -7.30 0.90 2.95
H -5.50 -0.53 2.19
H -6.01 -1.70 0.96
H -7.07 -1.39 2.33
C 3.24 -3.43 1.80
O 3.18 -2.39 2.72
C 3.11 -1.16 1.94
C 3.41 0.05 2.84
N 4.70 -0.19 3.55
C 5.34 0.80 4.47
C 6.90 0.60 4.47
O 7.35 1.20 3.18
C 8.78 1.21 3.12
H 3.25 -4.39 2.33
H 4.21 -3.32 1.31
H 2.40 -3.53 1.11
H 2.05 -0.98 1.76
H 3.75 -1.13 1.06
H 2.70 0.30 3.62
H 3.66 0.94 2.27
H 5.34 -0.51 2.84
H 4.91 0.71 5.47
H 5.13 1.83 4.18
H 7.12 -0.46 4.60
H 7.38 1.15 5.29
H 9.11 1.82 2.29
H 9.05 0.15 3.10
H 9.36 1.59 3.96
C -2.47 -1.68 3.14
O -1.84 -0.75 2.28
C -2.13 -0.98 0.90
C -1.90 0.14 -0.12
N -0.49 0.19 -0.57
C -0.30 -0.71 -1.79
C 1.05 -0.46 -2.53
O 2.05 -0.99 -1.77
C 3.34 -0.90 -2.34
H -1.72 -2.47 3.09
H -3.44 -2.04 2.80
H -2.65 -1.43 4.18
H -3.22 -0.97 0.87
H -1.92 -1.93 0.40
H -2.16 1.13 0.26
H -2.53 -0.15 -0.96
H 0.12 -0.17 0.15
H -0.97 -0.44 -2.61
H -0.51 -1.77 -1.73
H 1.18 0.57 -2.87
H 1.06 -1.01 -3.47
H 3.54 0.16 -2.49
H 3.38 -1.53 -3.23
H 4.05 -1.31 -1.62
C 6.44 -3.70 -1.91
O 6.13 -2.47 -2.53
C 7.01 -1.42 -2.17
C 8.30 -1.33 -2.96
N 9.29 -2.40 -2.81
C 10.26 -2.25 -1.66
C 9.62 -2.32 -0.30
O 10.52 -2.84 0.70
C 11.66 -2.14 1.02
H 6.61 -3.55 -0.84
H 7.19 -4.25 -2.48
H 5.51 -4.24 -2.05
H 7.07 -1.19 -1.11
H 6.36 -0.63 -2.55
H 8.77 -0.37 -2.78
H 8.01 -1.33 -4.01
H 8.98 -3.36 -2.88
H 10.96 -1.42 -1.75
H 10.90 -3.12 -1.80
H 8.84 -3.08 -0.35
H 9.19 -1.41 0.11
H 11.43 -1.45 1.84
H 12.02 -1.46 0.25
H 12.38 -2.93 1.26
*
```

Results
SMILES: COC[C@H](C)N.COC[C@H](C)N.COC[C@H](C)N.COC[C@H](C)N.COCCNCCOC.COCCNCCOC.COCCNCCOC.COCCNCCOC.OCCO.OCCO.OCCO
Energy above the lowest of the compared OMol25 structures with the same formula, charge and spin, kJ/mol: 77.2
Frontier orbital gap, eV: 8.549


Here is C4H7NO in the gas phase from the OMol25 dataset. Energies are from wB97M-V/def2-TZVPD.

```
! RIJCOSX wB97M-V def2-TZVPD def2/J DEFGRID3
* xyz 0 1
C 0.68 -0.75 0.54
C -0.64 -1.05 -0.16
O -0.97 0.17 -0.91
C -0.95 1.39 -0.01
N 0.30 1.65 0.27
C 1.17 0.64 0.14
H 0.51 -0.77 1.63
H 1.43 -1.52 0.32
H -0.58 -1.84 -0.92
H -1.49 -1.22 0.50
H -1.64 2.11 -0.41
H 2.21 0.87 0.36
H -0.03 0.31 -1.34
*
```

Results
Energy above the lowest of the compared OMol25 structures with the same formula, charge and spin, kJ/mol: 465.5
Frontier orbital gap, eV: 8.062


Here is a gas-phase ion, C7H8N5O (charge +1) from the OMol25 dataset. Energies are from wB97M-V/def2-TZVPD.

```
! RIJCOSX wB97M-V def2-TZVPD def2/J DEFGRID3
* xyz 1 1
C 1.10 1.34 1.89
C -0.10 2.24 -0.04
C 0.62 0.19 -0.93
C 0.30 -2.15 -0.72
C 0.13 2.14 1.32
C -0.39 -0.86 -0.47
C -1.02 -0.46 0.79
N 1.95 0.64 2.24
N 0.58 1.47 -0.92
N 1.43 -1.85 -1.46
N 1.62 -0.50 -1.56
N -2.32 -0.28 0.71
O -0.14 -3.29 -0.47
H -0.57 3.13 -0.45
H -0.48 2.77 1.98
H -1.21 -0.77 -1.33
H -0.36 -0.36 1.80
H 2.07 -2.41 -2.09
H 2.59 -0.20 -1.85
H -2.85 -0.80 0.02
H -2.96 0.00 1.54
*
```

Results
SMILES: N#C/C=C\N=C1\NNC(=O)[C@H]1C=[NH2+]
Energy above the lowest of the compared OMol25 structures with the same formula, charge and spin, kJ/mol: 223.0
Frontier orbital gap, eV: 7.087


Here is a molecular structure, C3H3Br2F from the OMol25 dataset. Energies are from wB97M-V/def2-TZVPD.

```
! RIJCOSX wB97M-V def2-TZVPD def2/J DEFGRID3
* xyz 0 1
C 0.12 0.35 0.10
C 0.54 -0.81 -0.38
C -0.72 1.87 -1.81
F 1.74 -0.94 -0.94
Br 0.34 1.53 -3.28
Br -2.48 1.33 -2.03
H -0.83 0.45 0.58
H 0.79 1.19 0.12
H -0.01 -1.75 -0.40
*
```

Results
Energy above the lowest of the compared OMol25 structures with the same formula, charge and spin, kJ/mol: 281.7
Frontier orbital gap, eV: 7.764


Table of electronic energy (Eh), in record order: -3664.3042 -2520.3852 -478.6526 -3617.5381 -286.4543 -620.1864 -5363.8527